ORCA calculation (wB97M-V/def2-TZVPD) on a molecular structure, C9H22MgN4O7 at a distorted geometry.

Values from the calculation:
Relative energy (zero: lowest compared OMol25 entry of this formula, charge and spin)   0.00 kJ/mol
Kohn-Sham gap   4.946 eV
E   -35423.5028 eV
Highest occupied orbital energy   -6.054 eV
Lowest unoccupied orbital energy   -1.11 eV

Element x y z (Å)
O (-1.767, -0.337, -2.371)
H (-1.330, -1.001, -3.000)
Mg (-0.787, -0.559, -0.631)
N (1.488, -0.705, -0.196)
N (0.327, -1.861, -2.127)
N (-0.698, 0.992, 0.953)
N (-2.811, -0.009, 0.042)
O (2.122, -0.116, 0.783)
O (0.441, 1.659, 1.374)
O (-3.971, -0.295, -0.691)
O (-0.254, -2.191, -3.237)
C (1.622, -2.197, -1.996)
C (2.269, -1.560, -0.903)
C (-1.799, 1.321, 1.634)
C (-3.021, 0.802, 1.063)
C (3.687, -1.757, -0.511)
H (3.750, -2.026, 0.551)
H (4.263, -0.833, -0.657)
H (4.155, -2.547, -1.103)
C (2.283, -3.133, -2.942)
H (1.970, -2.931, -3.972)
H (2.020, -4.172, -2.700)
H (3.370, -3.039, -2.876)
C (-1.813, 2.115, 2.898)
C (-4.371, 1.185, 1.568)
H (-0.798, 2.425, 3.157)
H (-2.221, 1.513, 3.723)
H (-2.446, 3.007, 2.802)
H (-5.149, 0.762, 0.927)
H (-4.471, 2.279, 1.591)
H (-4.516, 0.823, 2.595)
H (1.186, 0.950, 1.169)
H (-3.628, -0.482, -1.592)
C (-0.896, 0.913, -2.296)
H (0.112, 0.726, -2.692)
H (-0.864, 1.392, -1.292)
H (-1.402, 1.622, -2.961)
O (1.961, 3.620, -0.497)
H (1.560, 3.038, 0.184)
H (2.506, 3.016, -1.032)
O (-0.905, -2.209, 0.724)
H (-1.754, -2.341, 1.183)
H (-0.215, -2.238, 1.413)

=====

ORCA calculation (wB97M-V/def2-TZVPD) on a molecular structure, C9H22MgO4.

Values from the calculation:
Relative energy (zero: lowest compared OMol25 entry of this formula, charge and spin)   0.00 kJ/mol
Total charge   -2
Kohn-Sham gap   6.709 eV
E   -23326.3032 eV
Highest occupied orbital energy   -0.911 eV
Lowest unoccupied orbital energy   5.80 eV

Element x y z (Å)
Mg (0.018, 0.002, -0.423)
C (2.948, 0.923, -2.008)
C (1.822, 1.969, -2.045)
O (0.724, 1.612, -1.358)
H (2.557, -0.038, -2.356)
H (3.300, 0.770, -0.986)
H (3.778, 1.219, -2.669)
H (1.601, 2.188, -3.125)
H (2.260, 2.945, -1.687)
C (-1.230, -3.079, -2.681)
C (0.118, -2.355, -2.695)
O (0.287, -1.564, -1.626)
H (-1.336, -3.815, -3.496)
H (-2.079, -2.392, -2.759)
H (-1.338, -3.588, -1.718)
H (0.206, -1.790, -3.659)
H (0.902, -3.158, -2.746)
C (-4.032, 0.667, 0.965)
C (-2.512, 0.539, 1.124)
O (-1.871, 0.456, -0.062)
H (-4.264, 1.508, 0.307)
H (-4.514, 0.790, 1.947)
H (-4.440, -0.233, 0.494)
H (-2.326, -0.332, 1.800)
H (-2.180, 1.417, 1.742)
C (1.274, 1.621, 2.137)
C (1.352, 0.096, 2.315)
C (0.601, -0.340, 3.586)
O (0.900, -0.580, 1.218)
H (0.243, 1.936, 1.952)
H (1.890, 1.931, 1.292)
H (1.629, 2.158, 3.034)
H (2.434, -0.144, 2.474)
H (-0.478, -0.279, 3.437)
H (0.869, 0.303, 4.439)
H (0.885, -1.365, 3.835)

=====

ORCA calculation (wB97M-V/def2-TZVPD) on 2 unconnected molecules or ions with the total composition C9H22N2S at a distorted geometry.

Values from the calculation:
Relative energy (zero: lowest compared OMol25 entry of this formula, charge and spin)   161.86 kJ/mol
Kohn-Sham gap   8.186 eV
E   -23501.9908 eV
Highest occupied orbital energy   -7.306 eV
Lowest unoccupied orbital energy   0.88 eV

Element x y z (Å)
C (2.613, 3.297, -0.217)
C (1.608, 2.159, -0.006)
C (2.155, 0.734, -0.031)
N (1.300, -0.213, -0.097)
C (1.722, -1.552, -0.121)
C (1.253, -2.206, -1.408)
C (1.072, -2.437, 1.019)
H (3.143, 3.231, -1.271)
H (2.169, 4.316, -0.207)
H (3.267, 3.269, 0.561)
H (0.716, 2.140, -0.760)
H (1.223, 2.236, 0.982)
H (3.298, 0.706, -0.084)
H (2.787, -1.696, 0.074)
H (0.699, -1.399, -2.004)
H (2.067, -2.644, -1.980)
H (0.585, -2.991, -1.124)
H (-0.116, -2.364, 0.797)
H (1.466, -2.211, 2.044)
H (1.467, -3.510, 0.926)
C (-2.870, -0.990, -0.200)
C (-2.226, -0.016, 0.786)
C (-3.169, 0.546, 1.869)
S (-1.441, 1.398, -0.172)
N (-1.553, 0.730, -1.693)
H (-2.237, -1.370, -0.984)
H (-3.328, -1.765, 0.385)
H (-3.811, -0.606, -0.737)
H (-1.330, -0.468, 1.212)
H (-3.715, 1.357, 1.416)
H (-2.718, 1.070, 2.910)
H (-3.970, -0.226, 2.101)
H (-1.232, 1.529, -2.206)
H (-0.892, -0.055, -1.779)

=====

ORCA calculation (wB97M-V/def2-TZVPD) on a molecular structure, C9H23AlCl3FKN2O5S2 at a distorted geometry.

Values from the calculation:
Total charge   +1
Kohn-Sham gap   0.624 eV
E   -107781.6075 eV
Highest occupied orbital energy   -7.143 eV
Lowest unoccupied orbital energy   -6.52 eV

Element x y z (Å)
C (1.700, -1.032, -0.520)
C (1.543, 0.480, -0.274)
S (2.772, 1.436, -1.187)
S (1.882, 3.204, -2.128)
H (0.848, -1.420, -1.077)
H (1.703, -1.611, 0.410)
H (2.616, -1.215, -1.073)
H (1.731, 0.649, 0.781)
H (0.557, 0.835, -0.560)
H (3.561, 1.893, -0.209)
H (2.004, 2.980, -3.480)
F (3.030, 4.388, -4.037)
Cl (0.160, 5.092, -2.318)
C (-0.972, -1.100, 2.571)
Cl (0.665, -0.537, 2.963)
Cl (-0.952, -2.574, 1.563)
H (-1.491, -1.316, 3.497)
H (-1.478, -0.314, 2.023)
C (-2.257, -5.844, 2.175)
C (-3.167, -6.150, 3.339)
O (-3.259, -5.424, 4.298)
N (-3.920, -7.317, 3.294)
C (-3.957, -8.297, 2.265)
H (-1.774, -4.895, 2.399)
H (-1.502, -6.623, 2.051)
H (-2.821, -5.739, 1.247)
H (-4.494, -7.448, 4.115)
H (-5.019, -8.379, 1.850)
H (-3.690, -9.286, 2.642)
H (-3.306, -8.040, 1.434)
K (1.665, -3.008, 2.777)
O (-2.130, 8.047, -0.686)
C (-2.652, 8.653, -1.585)
C (-2.647, 7.166, -3.144)
O (-3.168, 7.744, -4.074)
H (-2.123, 9.423, -2.174)
H (-3.745, 8.823, -1.629)
H (-3.189, 6.352, -2.619)
H (-1.577, 6.887, -3.180)
C (5.916, 3.363, -1.858)
N (7.340, 2.933, -1.881)
O (7.572, 1.739, -1.801)
O (8.182, 3.798, -1.974)
H (5.309, 2.474, -1.773)
H (5.787, 4.020, -1.002)
H (5.694, 3.893, -2.783)
Al (-6.805, -8.812, 1.249)

=====

ORCA calculation (wB97M-V/def2-TZVPD) on a molecular structure, C9H23BeO4Sb at a distorted geometry.

Values from the calculation:
Relative energy (zero: lowest compared OMol25 entry of this formula, charge and spin)   19.26 kJ/mol
Kohn-Sham gap (alpha / beta)   2.970 / 4.849 eV
E   -24828.0428 eV
Highest occupied orbital energy (alpha / beta)   -2.550 / -4.298 eV
Lowest unoccupied orbital energy (alpha / beta)   0.42 / 0.55 eV

Element x y z (Å)
Be (0.396, -0.357, 0.664)
C (0.402, 2.355, 0.206)
O (0.582, 1.313, 1.185)
C (1.181, 1.404, 2.447)
C (0.600, 0.307, 3.269)
O (0.751, -0.879, 2.216)
C (2.123, -1.286, 2.176)
C (2.806, -1.108, 0.835)
O (1.763, -0.858, -0.194)
C (2.473, -0.217, -1.361)
H (-0.612, 2.204, -0.149)
H (1.011, 1.971, -0.618)
H (0.606, 3.397, 0.550)
H (1.187, 2.387, 2.911)
H (2.215, 1.104, 2.280)
H (-0.478, 0.259, 3.438)
H (1.098, 0.063, 4.201)
H (2.333, -2.252, 2.583)
H (2.590, -0.562, 2.858)
H (3.474, -1.930, 0.498)
H (3.331, -0.124, 0.896)
H (3.563, -0.082, -1.161)
H (1.958, 0.744, -1.563)
H (2.327, -1.014, -2.132)
C (-4.316, -0.592, -0.655)
Sb (-2.356, -0.790, -1.357)
C (-2.112, -2.085, -2.956)
C (-1.991, 1.212, -2.274)
H (-4.428, -0.342, 0.435)
H (-4.868, -1.521, -0.807)
H (-4.809, 0.236, -1.232)
H (-2.979, -2.767, -2.811)
H (-1.166, -2.614, -2.921)
H (-2.178, -1.462, -3.901)
H (-0.933, 1.375, -2.213)
H (-2.433, 2.083, -1.747)
H (-2.273, 1.140, -3.323)
O (-0.838, -0.709, -0.273)

=====

ORCA calculation (wB97M-V/def2-TZVPD) on a molecular structure, C9H23ClI2NP2Tl at a distorted geometry.

Values from the calculation:
Relative energy (zero: lowest compared OMol25 entry of this formula, charge and spin)   197.53 kJ/mol
Total charge   +2
Kohn-Sham gap   5.377 eV
E   -63175.4048 eV
Highest occupied orbital energy   -14.638 eV
Lowest unoccupied orbital energy   -9.26 eV

Element x y z (Å)
I (0.324, 1.717, 0.626)
I (-0.233, -1.462, 0.666)
Tl (1.195, -0.027, -3.995)
P (-2.279, -0.258, -0.135)
C (-3.248, 0.029, 1.380)
C (-2.459, 1.204, -1.212)
H (-3.517, 1.229, -1.541)
H (-4.101, -1.337, -1.249)
H (-1.798, 1.129, -2.093)
H (-2.512, -1.709, -2.010)
H (-2.950, 0.974, 1.854)
H (-2.230, 2.129, -0.663)
C (-3.052, -1.601, -1.060)
H (-4.307, 0.053, 1.089)
H (-2.994, -2.537, -0.498)
H (-3.069, -0.779, 2.104)
P (2.189, 0.245, -0.603)
C (3.221, 0.152, 0.886)
C (2.726, -1.376, -1.292)
H (2.572, 1.791, -2.436)
H (4.088, 1.369, -1.563)
H (2.919, 2.526, -0.857)
C (3.027, 1.613, -1.454)
H (2.203, -1.649, -2.216)
H (3.804, -1.327, -1.490)
H (4.240, 0.133, 0.486)
H (3.025, -0.761, 1.456)
H (2.525, -2.170, -0.561)
H (3.090, 1.022, 1.534)
Cl (-0.513, -0.209, -5.866)
C (-0.540, -0.396, 6.767)
C (0.323, 0.281, 5.695)
C (-0.314, 0.269, 4.382)
N (-0.828, 0.322, 3.340)
H (-1.547, 0.019, 6.721)
H (-0.167, -0.243, 7.783)
H (-0.582, -1.475, 6.587)
H (0.470, 1.327, 5.995)
H (1.301, -0.215, 5.626)